Entry 1:
ORCA calculation (ωB97M-V/def2-TZVPD) on a molecular structure, C21H29CoFN4OPS2.

```
60
Properties=species:S:1:pos:R:3:lowdin_spin:R:1
Co 0.56114 -0.69003 -1.07153 1.15
F 1.91234 -1.51759 4.93345 0.00
C 1.60668 -1.36567 3.61038 0.00
C 1.87482 -0.16274 2.99084 0.00
C 1.55489 -0.03043 1.64260 0.00
C 0.97851 -1.05328 0.87106 -0.02
C 0.73358 -2.24004 1.57353 0.00
C 1.03689 -2.41464 2.92498 0.00
H 2.32338 0.64718 3.55452 0.00
H 1.76552 0.92496 1.17297 0.00
H 0.28875 -3.09013 1.06365 0.00
H 0.83875 -3.34936 3.43578 0.00
C 2.54520 -0.25008 -1.42160 -0.04
C 3.26533 -1.51470 -1.72289 0.00
C 3.65261 -2.39820 -0.70699 0.00
C 4.30260 -3.58720 -0.99418 0.00
C 4.58483 -3.94104 -2.30860 0.00
C 4.21091 -3.07814 -3.32882 0.00
C 3.56594 -1.88455 -3.03797 0.00
H 2.71180 0.47461 -2.22055 0.00
H 2.89210 0.18932 -0.48779 0.00
H 3.42612 -2.14166 0.32037 0.00
H 4.58751 -4.24765 -0.18298 0.00
H 5.08701 -4.87443 -2.53220 0.00
H 4.42194 -3.33428 -4.36100 0.00
H 3.28065 -1.21989 -3.84606 0.00
S -1.00327 -2.44801 -1.18250 0.00
C -2.17694 -1.93470 -2.26825 0.00
N -3.01266 -1.61210 -3.00666 0.00
S 0.39691 -0.10572 -4.31108 -0.05
C 0.43233 -0.35187 -2.78621 -0.05
C -1.60504 0.89860 2.71871 0.00
N -2.12832 0.72271 1.37156 0.00
C -2.70580 -0.60387 1.18237 0.00
P -1.51308 1.60509 0.11947 0.00
O -0.18296 1.28688 -0.46730 0.02
N -1.39656 3.15833 0.71869 0.00
C -0.11936 3.76271 1.03784 0.00
C -2.54578 3.81093 1.30209 0.00
N -2.70066 1.51029 -1.01560 0.00
C -2.37119 1.78340 -2.40838 0.00
C -4.12159 1.37194 -0.77217 0.00
H -2.42686 0.83339 3.43895 0.00
H -1.12684 1.86987 2.82696 0.00
H -0.86681 0.12740 2.95394 0.00
H -3.61911 -0.68939 1.78145 0.00
H -1.99486 -1.37301 1.48841 0.00
H -2.94584 -0.78058 0.13793 0.00
H 0.67114 3.22671 0.52076 0.00
H 0.08602 3.74379 2.11743 0.00
H -0.11204 4.80817 0.71283 0.00
H -3.46591 3.35680 0.93860 0.00
H -2.55769 4.86912 1.02284 0.00
H -2.54725 3.75127 2.39940 0.00
H -1.29269 1.84017 -2.52767 0.00
H -2.81958 2.73156 -2.73038 0.00
H -2.74470 0.97496 -3.03979 0.00
H -4.32059 1.22297 0.28653 0.00
H -4.51244 0.51333 -1.32660 0.00
H -4.65983 2.26854 -1.10512 0.00
```

Summary:
energy relative to the best compared isomer or geometry (same formula, charge and spin)	2.78	kcal/mol
multiplicity	2
strongest force on any atom	0.43	eV/Å
frontier orbital gap (spin up / spin down)	7.014 / 7.241	eV
E_tot	-101561.30301	eV
E_HOMO (spin up / spin down)	-0.161 / -0.170	Eh
net charge	-1
⟨S²⟩	0.7970

***

Entry 2:
ORCA calculation (ωB97M-V/def2-TZVPD) on C21H29N3O3 in the gas phase.

```
56
Properties=species:S:1:pos:R:3:nbo_charge:R:1
C 2.58530 -5.69716 1.51619 -0.61
C 2.21713 -6.07607 0.08615 -0.39
C 1.55449 -4.93323 -0.68506 -0.40
C 0.17397 -4.57107 -0.13796 -0.40
C -0.62002 -3.61129 -1.03547 -0.21
C -2.02204 -3.40029 -0.44841 -0.39
C -2.93754 -2.55834 -1.33025 -0.62
C 0.10855 -2.27598 -1.24328 -0.24
N 0.27410 -1.53813 -0.01249 -0.60
C -0.25382 -0.32165 0.17768 0.68
O -0.92898 0.26636 -0.64199 -0.64
C 0.06450 0.31465 1.54110 -0.30
N 0.54487 1.64901 1.28614 -0.48
C 1.62470 1.87018 0.42196 0.80
O 2.33074 1.00726 -0.03296 -0.62
N 1.72436 3.21150 0.27375 -0.61
C 0.59967 3.91749 0.84297 -0.01
C 0.98337 5.14377 1.69570 -0.39
C -0.07626 6.21988 1.40541 -0.42
C -0.71458 5.77736 0.12356 -0.02
C -1.57980 6.46862 -0.70199 -0.21
C -2.08008 5.83196 -1.82898 -0.20
C -1.73387 4.52204 -2.11921 -0.20
C -0.86644 3.82092 -1.29410 -0.22
C -0.35763 4.47139 -0.18755 0.03
C -0.10649 2.80304 1.61617 0.72
O -1.04191 2.90194 2.36541 -0.58
H 3.22071 -4.81376 1.52416 0.20
H 3.12696 -6.51026 1.99390 0.21
H 1.69692 -5.49150 2.10786 0.20
H 3.12562 -6.37116 -0.44405 0.20
H 1.54854 -6.93972 0.10024 0.19
H 1.44917 -5.23251 -1.73083 0.20
H 2.21552 -4.06520 -0.65261 0.19
H -0.40556 -5.49165 -0.03199 0.21
H 0.26913 -4.13486 0.85785 0.19
H -0.72366 -4.07110 -2.02467 0.20
H -1.93312 -2.92548 0.53141 0.20
H -2.47895 -4.38154 -0.29782 0.20
H -3.94977 -2.57228 -0.93273 0.21
H -2.60712 -1.52408 -1.36498 0.22
H -2.96302 -2.95369 -2.34364 0.20
H -0.46702 -1.63704 -1.91398 0.24
H 1.08871 -2.45016 -1.69538 0.20
H 0.90267 -1.92435 0.67236 0.40
H 0.81514 -0.25578 2.09425 0.21
H -0.85191 0.41059 2.12967 0.26
H 2.30463 3.61787 -0.44108 0.42
H 1.02663 4.88935 2.75325 0.23
H 1.97174 5.48238 1.38162 0.21
H 0.35766 7.21755 1.33276 0.22
H -0.83065 6.23549 2.19479 0.23
H -1.86323 7.48531 -0.47336 0.21
H -2.75542 6.36265 -2.48381 0.21
H -2.14552 4.03826 -2.99176 0.21
H -0.61108 2.79251 -1.50394 0.24
```

Summary:
energy relative to the best compared isomer or geometry (same formula, charge and spin)	2.32	kcal/mol
multiplicity	1
structure (SMILES)	CCCC[C@@H](CC)CNC(=O)CN1C(=O)N[C@]2(CCc3ccccc32)C1=O
strongest force on any atom	0.53	eV/Å
frontier orbital gap	9.788	eV
E_tot	-32863.38625	eV
E_HOMO	-0.334	Eh

***

Entry 3:
ORCA calculation (ωB97M-V/def2-TZVPD) on 2 unconnected molecules or ions with the total composition C21H29N3O5 in a non-equilibrium geometry.

```
58
Properties=species:S:1:pos:R:3:nbo_charge:R:1
C -0.09126 1.01303 -0.20213 -0.62
C -0.84736 0.04922 -1.13128 -0.39
C -2.00236 0.67734 -1.95559 -0.20
C -1.38831 1.69657 -2.93587 -0.62
C -3.12513 1.28607 -1.06109 -0.14
N -3.52932 0.36669 0.02670 -0.63
C -4.29790 -0.72462 -0.01235 0.68
C -4.85521 -1.25920 -1.31790 -0.72
O -4.55126 -1.30926 1.02806 -0.63
C -4.34279 1.90523 -1.78502 0.66
O -4.41584 1.96625 -3.00646 -0.63
N -5.36647 2.29006 -1.01023 -0.61
C -6.63133 2.81914 -1.51910 -0.41
H 0.37943 1.81129 -0.77413 0.21
H 0.68550 0.46161 0.32790 0.22
H -0.77014 1.44207 0.53392 0.19
H -1.23608 -0.77453 -0.53195 0.20
H -0.12483 -0.38776 -1.82150 0.20
H -2.43601 -0.11889 -2.55938 0.21
H -2.10196 1.97134 -3.71050 0.24
H -1.08019 2.59923 -2.40884 0.20
H -0.52156 1.26218 -3.43523 0.21
H -2.66479 2.13895 -0.56482 0.22
H -3.17730 0.57320 0.94850 0.41
H -5.46361 -0.50673 -1.81255 0.23
H -5.47808 -2.12589 -1.10112 0.25
H -4.04045 -1.56949 -1.96575 0.23
H -5.27009 2.16597 -0.01448 0.40
H -6.46919 3.80161 -1.96685 0.21
H -7.35829 2.90468 -0.71022 0.21
H -7.02845 2.15035 -2.28595 0.21
C 5.09918 -0.65896 4.71966 -0.65
C 4.72982 -0.33284 3.29291 0.09
C 5.11728 0.87052 2.76009 -0.29
C 4.79238 1.22177 1.39564 0.62
O 5.17376 2.31994 1.00886 -0.63
N 4.09082 0.34046 0.57209 -0.42
C 3.86749 0.69808 -0.83777 -0.42
C 3.64404 -0.90343 1.09937 0.23
C 2.87769 -1.82311 0.33530 0.17
C 2.46532 -3.02283 0.88076 0.26
C 2.78035 -3.37880 2.18289 -0.27
C 3.52460 -2.49712 2.96397 -0.17
C 3.95778 -1.26030 2.44396 -0.15
O 1.74178 -3.76727 0.00907 -0.47
C 1.68196 -2.97224 -1.18316 0.24
O 2.41623 -1.75849 -0.94832 -0.49
H 5.71272 -1.56430 4.75189 0.22
H 4.19689 -0.81926 5.31757 0.22
H 5.66968 0.15598 5.17605 0.23
H 5.67982 1.59408 3.33664 0.23
H 2.79674 0.78864 -1.04006 0.21
H 4.29332 -0.06934 -1.49152 0.21
H 4.33233 1.64840 -1.11739 0.25
H 2.44092 -4.33182 2.57512 0.23
H 3.75709 -2.79236 3.98190 0.22
H 2.11978 -3.52158 -2.02243 0.17
H 0.64088 -2.73954 -1.42786 0.16
```

Summary:
energy relative to the best compared isomer or geometry (same formula, charge and spin)	45.69	kcal/mol
multiplicity	1
structure (SMILES)	CC[C@H](C)[C@H](NC(C)=O)C(=O)NC.Cc1cc(=O)n(C)c2c3c(ccc12)OCO3
strongest force on any atom	2.73	eV/Å
frontier orbital gap	8.738	eV
E_tot	-36956.09995	eV
E_HOMO	-0.302	Eh

***

Entry 4:
ORCA calculation (ωB97M-V/def2-TZVPD) on C21H29N5O2 in the gas phase.

```
57
Properties=species:S:1:pos:R:3:nbo_charge:R:1
C -7.93072 4.95792 -0.70833 -0.63
C -6.99379 3.82922 -0.41649 -0.13
C -5.84927 3.83336 0.40629 -0.06
N -5.24936 2.65337 0.43129 -0.27
N -5.99103 1.87297 -0.36142 -0.16
C -5.57058 0.51222 -0.61646 -0.20
C -4.36787 0.44990 -1.54802 -0.43
C -3.86854 -0.98068 -1.70951 -0.22
N -2.71686 -1.10569 -2.60014 -0.63
C -1.52435 -0.47244 -2.27783 0.70
O -0.94103 0.22166 -3.08266 -0.59
C -1.02474 -0.68104 -0.86205 -0.51
C 0.42975 -0.27370 -0.69899 -0.21
C 1.42248 -1.17374 -1.47482 -0.41
C 2.40281 -1.67245 -0.41153 -0.23
N 2.32857 -0.65298 0.62985 -0.43
C 2.94824 -1.04100 1.87752 -0.22
C 4.44694 -1.17513 1.76052 -0.03
C 5.18635 -0.23243 1.04932 -0.16
C 6.56134 -0.34287 0.95490 -0.17
C 7.22888 -1.39064 1.58336 -0.16
C 8.71926 -1.45364 1.44362 0.66
N 9.38117 -2.18966 2.38812 -0.82
O 9.30824 -0.89655 0.53888 -0.60
C 6.49475 -2.33859 2.28595 -0.19
C 5.11365 -2.23119 2.36693 -0.21
C 0.90768 -0.37410 0.75139 -0.21
C -7.04227 2.53962 -0.89220 -0.06
H -8.81236 4.60414 -1.24206 0.22
H -8.26960 5.43963 0.20943 0.22
H -7.45556 5.72281 -1.32470 0.22
H -5.44693 4.65073 0.98477 0.21
H -5.33010 0.05490 0.34484 0.21
H -6.42195 -0.02391 -1.03860 0.20
H -4.63325 0.86535 -2.52406 0.21
H -3.57778 1.08278 -1.13731 0.22
H -3.60763 -1.39909 -0.73508 0.20
H -4.66140 -1.61548 -2.11118 0.20
H -2.95513 -0.86937 -3.55682 0.38
H -1.65892 -0.08972 -0.19100 0.23
H -1.16839 -1.72880 -0.58193 0.22
H 0.53741 0.75389 -1.04361 0.23
H 0.91596 -2.00237 -1.97265 0.21
H 1.93320 -0.60056 -2.24563 0.22
H 2.07961 -2.65089 -0.01231 0.16
H 3.42349 -1.78424 -0.77710 0.21
H 2.71541 -0.27410 2.62272 0.21
H 2.52775 -1.99040 2.25534 0.17
H 4.66522 0.57934 0.55790 0.22
H 7.14182 0.37591 0.39216 0.24
H 8.94998 -2.37175 3.27648 0.39
H 10.38541 -2.12776 2.36376 0.40
H 6.98776 -3.18932 2.73969 0.21
H 4.54642 -2.98671 2.89802 0.21
H 0.73558 0.53702 1.32751 0.21
H 0.38611 -1.20487 1.26508 0.15
H -7.74184 2.05108 -1.55116 0.21
```

Summary:
energy relative to the best compared isomer or geometry (same formula, charge and spin)	33.04	kcal/mol
multiplicity	1
structure (SMILES)	Cc1cnn(CCCNC(=O)C[C@@H]2CCN(Cc3ccc(C(N)=O)cc3)C2)c1
strongest force on any atom	0.52	eV/Å
frontier orbital gap	9.481	eV
E_tot	-33794.11715	eV
E_HOMO	-0.323	Eh